[1]
A 2-piece molecular cluster, C4H12 overall in a non-equilibrium geometry, computed with the ωB97M-V functional and the def2-TZVPD basis.

```
! RIJCOSX wB97M-V def2-TZVPD def2/J DEFGRID3
* xyz 0 1
C -0.4796 1.2367 -2.0225
C -0.8309 1.8374 -0.6969
H 0.5659 1.3042 -2.3324
H -0.5677 0.1489 -1.8525
H -1.1218 1.4105 -2.8793
H -1.9312 1.8411 -0.5763
H -0.7409 2.9187 -0.5292
H -0.5586 1.3238 0.2207
C 1.4146 -1.4854 1.5374
C -0.0700 -1.5663 1.1963
H 1.7877 -0.4923 1.7945
H 1.6582 -2.2369 2.2830
H 1.9923 -1.6952 0.6312
H -0.3400 -0.7717 0.5065
H -0.6904 -1.6314 2.0856
H -0.1998 -2.4994 0.6436
*
```

As for the total energy: -4342.010 eV. The SMILES is CC.CC. The HOMO energy comes out at -11.39 eV. The calculation puts the energy relative to the best compared isomer or geometry (same formula, charge and spin) at 50.0 kJ/mol.


[2]
One molecule with the formula C2H6N2OS in a non-equilibrium geometry, computed with the ωB97M-V functional and the def2-TZVPD basis.

```
! RIJCOSX wB97M-V def2-TZVPD def2/J DEFGRID3
* xyz 0 1
C -0.9118 1.0779 -0.0949
C 0.0596 -0.0007 -0.1372
N -0.2563 -1.2455 -0.0703
O -1.6301 -1.3815 -0.1712
N 1.3488 0.4307 -0.1697
S 2.6684 -0.6494 -0.1928
H -0.4621 2.0611 0.0837
H -1.5112 1.1083 -1.0154
H -1.6135 0.8826 0.6989
H -1.7037 -2.3570 -0.1122
H 1.5391 1.3691 0.1795
H 2.4729 -1.2954 1.0017
*
```

As for the total energy: -18032.211 eV. The SMILES is C/C(=N\O)NS. The HOMO energy comes out at -8.50 eV. The calculation puts the energy relative to the best compared isomer or geometry (same formula, charge and spin) at 250.3 kJ/mol.


no.,LUMO level (Eh)
1,0.04162
2,0.02942